A molecular structure, C20H25CrF9N4 at a distorted geometry, computed with wB97M-V/def2-TZVPD.

```
59
Properties=species:S:1:pos:R:3:forces:R:3:nbo_charge:R:1
Cr -9.78684 8.21397 9.56542 0.09 -0.65 0.34 1.15
C -7.80941 5.17887 10.25051 -0.45 1.36 1.10 -0.64
C -9.20458 5.45649 10.84928 -0.20 -0.06 0.40 -0.21
N -9.49677 6.87114 11.23528 -1.45 0.68 1.50 -0.51
C -10.89099 6.86120 11.92047 0.59 -1.08 0.64 -0.22
C -12.06538 6.54064 10.97257 -0.09 2.17 0.88 -0.61
C -8.46995 7.55602 12.11967 -0.48 -0.19 0.03 -0.23
C -7.36814 8.19175 11.28325 1.05 -0.99 -1.52 -0.23
N -7.89505 8.50072 9.92521 1.14 1.94 0.48 -0.81
C -7.43042 9.70132 9.30526 0.55 -1.21 -0.40 0.04
C -6.58789 9.57516 8.17224 -0.21 -0.40 -0.62 0.37
F -6.24425 8.28027 7.84054 -0.09 1.88 -0.03 -0.31
C -6.23745 10.68859 7.34189 -1.69 -1.58 1.05 0.33
F -5.76126 10.45902 6.08985 -0.01 0.50 1.11 -0.30
C -6.68047 11.94305 7.76072 0.82 1.05 0.00 -0.35
C -7.27626 12.13009 9.02765 -1.27 -0.31 -0.46 0.33
F -7.64582 13.36338 9.57303 0.76 -1.35 -1.23 -0.33
C -7.79090 11.01057 9.67834 1.65 0.08 0.53 0.28
F -8.38133 11.18875 10.87198 -0.50 0.00 0.00 -0.31
H -7.49181 6.03341 9.59548 0.02 -0.89 0.67 0.26
H -7.94219 4.29332 9.68977 0.19 -0.94 -0.87 0.22
H -7.13997 4.92088 11.10361 -0.01 0.60 -0.88 0.21
H -9.31850 4.81315 11.77105 -0.07 0.48 -0.76 0.18
H -10.00252 5.16024 10.12679 0.59 0.23 0.52 0.20
H -11.16308 7.83358 12.43605 1.04 -1.13 -0.58 0.22
H -10.81915 5.98223 12.65445 -0.31 1.46 -0.41 0.19
H -11.98442 7.07680 10.02014 -0.18 0.02 0.15 0.20
H -12.99609 6.87001 11.49736 0.64 -0.12 -0.55 0.22
H -12.19017 5.53418 10.76127 0.00 -2.05 -0.38 0.21
H -8.08571 6.88228 12.90539 -0.03 -0.03 -0.36 0.20
H -8.93135 8.39194 12.66009 -0.52 -0.34 -0.26 0.21
H -6.52355 7.46740 11.13034 -0.50 0.40 0.34 0.18
H -6.91137 9.04240 11.80740 -0.38 0.04 -0.12 0.20
H -6.48474 12.78890 7.09309 -0.08 -0.20 0.41 0.25
F -9.62584 9.26643 6.83870 0.33 0.04 -0.55 -0.36
C -9.96601 8.10715 7.50049 -0.44 -0.19 0.73 0.17
F -9.01102 7.13045 7.22435 -0.27 0.15 -0.69 -0.35
C -11.29208 7.68396 6.86550 0.24 1.14 -2.07 0.90
F -11.77849 6.51666 7.27059 0.07 0.20 0.22 -0.31
F -12.20315 8.67931 7.12707 0.14 -0.76 0.20 -0.35
F -11.23885 7.64622 5.47247 -0.04 -0.27 1.40 -0.34
N -11.17878 9.49395 10.33671 -2.91 3.27 -2.45 -0.60
C -11.77162 10.39847 9.77901 2.85 -4.18 3.45 0.59
N -12.29042 11.49267 9.41179 -0.10 1.30 0.33 -0.45
C -13.69567 11.65195 9.04823 0.22 -0.77 -1.18 -0.20
C -13.68070 11.79733 7.52666 -2.48 3.19 0.42 -0.40
C -12.79143 12.97447 7.05634 -0.22 0.66 -0.63 -0.41
C -11.40664 12.87267 7.61392 1.37 1.38 1.92 -0.42
C -11.41460 12.65580 9.11903 0.13 0.57 0.52 -0.20
H -14.04337 12.55899 9.49037 -0.32 0.63 0.55 0.20
H -14.31291 10.80046 9.39908 0.55 0.44 -0.18 0.23
H -14.74062 12.01977 7.17806 1.19 -0.50 0.27 0.21
H -13.34288 10.92878 7.10528 0.73 -2.36 -1.15 0.22
H -13.25207 13.97335 7.26079 0.23 -0.80 0.02 0.20
H -12.61381 12.91929 5.97482 -0.71 0.03 0.03 0.23
H -10.70360 13.75546 7.53678 -1.04 -0.64 -0.72 0.23
H -10.90670 12.02983 7.20338 0.58 -0.80 -0.61 0.22
H -11.85137 13.55290 9.65027 0.37 -0.94 -0.42 0.20
H -10.37272 12.49783 9.50259 -1.08 -0.13 -0.15 0.24
```
Forces are in eV/Å.

2S+1   5
Orbital gap (alpha / beta)   6.918 / 8.387 eV
⟨S²⟩   6.02
Relative energy (zero: lowest compared OMol25 entry of this formula, charge and spin)   0.000 eV
Lowest unoccupied orbital energy (alpha / beta)   0.384 / 0.366 eV
Highest occupied orbital energy (alpha / beta)   -6.53 / -8.02 eV
E_tot   -2939.27362 Ha

A molecular structure, C20H25F3NNiO3P at a distorted geometry, computed with wB97M-V/def2-TZVPD.

```
54
Properties=species:S:1:pos:R:3:forces:R:3:nbo_charge:R:1
C 0.57097 -1.82426 1.88861 -0.28 0.05 -0.10 -0.65
C -0.20022 -0.55987 2.20349 -0.52 -1.00 0.25 -0.08
O -0.43951 0.35614 1.09247 0.69 0.52 0.35 -0.56
C 0.22266 0.11207 -0.07412 0.06 0.18 -0.25 0.36
C -0.31705 -0.77793 -1.00757 -0.46 -0.39 0.13 -0.10
C 0.32315 -1.04148 -2.20648 0.10 0.29 0.36 -0.04
C 1.51364 -0.39350 -2.51686 -0.38 -0.19 -0.19 -0.16
C 2.03892 0.49958 -1.62153 0.55 0.49 -0.25 0.01
C 3.34311 1.20466 -1.95513 0.61 -0.90 -0.47 -0.29
N 4.41920 0.87711 -0.99158 -1.85 1.18 0.68 -0.58
C 1.41027 0.78029 -0.40341 -0.23 -0.27 0.27 -0.48
P 2.23963 2.02054 0.59060 -0.27 0.15 -0.35 1.22
C 1.71277 3.62251 -0.15200 -0.68 -0.15 0.03 -0.74
C 0.15252 3.69747 -0.14657 0.62 0.19 0.15 -0.59
C 1.54083 2.14502 2.26096 1.20 1.51 0.76 -0.72
C 1.89843 3.55297 2.85958 -0.95 -0.17 -0.62 -0.61
C -0.26684 -2.03390 -3.16442 -0.11 0.13 0.13 0.50
O 0.09189 -2.03888 -4.31047 0.25 -0.08 -0.37 -0.44
C -1.27727 -2.95418 -2.63343 -0.21 -0.21 0.31 -0.23
C -1.91584 -2.74808 -1.47249 0.63 0.05 -0.33 -0.01
C -2.93806 -3.70976 -0.94726 -0.43 -0.26 -0.51 -0.45
C -4.32684 -3.10106 -0.68805 0.42 0.48 0.34 -0.49
C -4.64751 -2.82044 0.77939 -0.43 -0.18 -0.12 0.99
F -5.61077 -3.64912 1.22062 0.10 0.02 0.01 -0.32
F -3.60116 -2.98342 1.61115 0.03 0.03 0.07 -0.34
F -5.11143 -1.56931 0.94621 0.10 0.00 0.10 -0.33
C -1.60102 -1.50797 -0.70779 -0.24 -0.27 0.09 0.51
O -2.36828 -1.12317 0.13825 -0.04 0.32 0.16 -0.49
H 0.54587 -2.43061 2.79019 0.17 -0.01 0.15 0.26
H 1.60565 -1.66276 1.59651 0.09 0.04 -0.01 0.21
H 0.06535 -2.41859 1.13276 0.05 -0.04 -0.15 0.22
H -1.18661 -0.85793 2.54852 -0.21 0.10 -0.09 0.23
H 0.27683 -0.05798 3.04184 0.15 0.48 -0.18 0.17
H 1.98712 -0.61181 -3.46239 0.11 0.01 -0.08 0.27
H 3.66686 0.84932 -2.93169 0.01 -0.02 -0.12 0.25
H 3.23204 2.27756 -2.05540 0.06 0.17 0.05 0.21
H 4.11828 0.13265 -0.36775 0.59 -0.29 -0.06 0.39
H 4.69256 1.69674 -0.45192 0.67 -0.21 -0.06 0.39
H 2.03927 3.69427 -1.18164 0.16 -0.05 -0.13 0.27
H 2.15345 4.46145 0.37297 0.12 0.00 0.15 0.27
H -0.19164 4.67891 0.16954 -0.06 0.14 -0.09 0.26
H -0.22528 3.47859 -1.13791 -0.30 -0.01 -0.02 0.28
H -0.27311 2.89064 0.48774 -0.08 -0.26 -0.38 0.09
H 1.99921 1.42171 2.92493 -0.36 -0.54 -0.11 0.29
H 0.45170 2.03954 2.20088 0.38 -0.96 0.21 0.13
H 1.10323 4.25539 2.57470 0.14 0.17 0.07 0.18
H 2.80320 3.97495 2.43866 0.35 -0.07 0.31 0.24
H 1.91721 3.52990 3.94181 0.25 -0.06 0.10 0.26
H -1.49241 -3.81959 -3.24295 -0.06 -0.03 -0.17 0.25
H -3.05398 -4.45628 -1.72875 0.00 -0.16 -0.02 0.24
H -2.55997 -4.25284 -0.08527 0.07 0.12 0.22 0.25
H -5.12809 -3.71864 -1.07376 0.01 -0.24 -0.04 0.26
H -4.38158 -2.14866 -1.20471 -0.19 0.11 -0.06 0.24
Ni -1.02132 3.02203 2.11090 -0.42 0.12 -0.14 0.97
```
Forces are in eV/Å.

2S+1   3
Orbital gap (alpha / beta)   6.875 / 5.094 eV
Total charge   +2
⟨S²⟩   2.01
Lowest unoccupied orbital energy (alpha / beta)   -8.319 / -10.105 eV
Highest occupied orbital energy (alpha / beta)   -15.19 / -15.20 eV
E_tot   -3206.09476 Ha

A gas-phase ion, C20H25N2O (charge +1) at a distorted geometry, computed with wB97M-V/def2-TZVPD.

```
48
Properties=species:S:1:pos:R:3:forces:R:3:nbo_charge:R:1
C 5.83148 -1.80540 0.49226 -0.22 0.54 0.21 -0.26
O 5.29085 -0.55484 0.97697 -0.36 -0.17 0.02 -0.48
C 3.95196 -0.34312 0.90387 0.07 -0.38 -0.70 0.34
C 3.07393 -1.27210 0.29815 0.09 0.30 0.42 -0.32
C 1.71731 -0.96362 0.23568 0.19 -0.07 -0.06 -0.14
C 1.24864 0.26467 0.70033 -0.95 0.37 -0.24 -0.15
C -0.19432 0.66196 0.41845 0.64 0.46 0.76 0.01
C -1.22111 -0.38208 0.79600 -0.10 -0.02 -0.67 -0.19
C -2.64335 -0.08556 0.82334 0.20 -0.70 -0.11 -0.10
C -3.36899 1.09979 0.72775 -0.67 0.08 -0.05 -0.22
C -4.76951 1.01302 0.72093 0.65 0.05 -0.06 -0.21
C -5.43006 -0.22628 0.80434 0.39 -0.42 0.04 -0.20
C -4.70939 -1.41793 0.94967 -0.47 0.25 -0.01 -0.25
C -3.32795 -1.31833 0.99540 0.93 0.21 -0.12 0.21
N -2.36423 -2.31447 1.16230 0.29 0.86 0.01 -0.35
C -2.66923 -3.72063 1.34525 0.16 -0.56 0.15 -0.41
C -1.10505 -1.75311 1.08270 -1.19 0.73 -0.47 0.05
C 2.11500 1.16173 1.33852 -0.21 -0.14 -0.43 -0.17
C 3.46192 0.88391 1.40532 0.28 -0.78 0.08 -0.25
H 6.89777 -1.72367 0.70407 -0.17 -0.16 -0.11 0.22
H 5.39850 -2.65949 1.02878 0.10 0.21 -0.07 0.19
H 5.65830 -1.90953 -0.58602 0.07 0.03 0.20 0.18
H 3.42447 -2.22281 -0.11340 -0.07 0.43 0.30 0.23
H 1.01607 -1.72115 -0.14070 0.50 0.60 -0.21 0.21
H -0.48327 1.64001 0.84200 0.42 -0.55 0.30 0.22
H -2.84245 2.06395 0.71084 -0.41 -0.32 -0.13 0.21
H -5.35463 1.92142 0.63135 0.02 -0.09 0.07 0.23
H -6.51705 -0.25785 0.76599 0.25 0.01 0.01 0.23
H -5.18601 -2.40091 1.01318 -0.06 0.56 0.04 0.23
H -3.75811 -3.86828 1.26894 0.60 0.05 0.07 0.23
H -2.17503 -4.33027 0.57048 -0.25 0.27 0.24 0.21
H -2.32469 -4.08083 2.32934 -0.22 0.20 -0.34 0.22
H -0.24720 -2.37652 1.27333 -0.01 0.05 -0.10 0.23
H 1.71042 2.07486 1.77661 0.18 -0.12 -0.21 0.22
H 4.15316 1.57216 1.86565 0.10 0.00 0.07 0.24
C -0.12140 3.48295 -2.27099 -0.11 0.68 0.08 -0.64
C 0.69594 2.26227 -1.84402 -0.48 -0.05 -0.32 -0.04
C 1.39687 1.72261 -3.09316 0.57 -0.24 -0.26 -0.64
N -0.23762 1.19025 -1.18356 -1.05 -1.77 -0.73 -0.57
H 0.58725 4.29645 -2.47367 -0.09 -0.16 0.13 0.25
H -0.68861 3.38422 -3.21590 0.20 -0.46 0.54 0.23
H -0.79762 3.86027 -1.49584 0.10 -0.15 -0.03 0.22
H 1.46393 2.57753 -1.11463 -0.59 -0.53 -0.02 0.24
H 2.18938 2.43654 -3.34983 -0.09 -0.10 0.17 0.25
H 1.90229 0.76225 -2.94209 -0.14 0.10 0.12 0.23
H 0.79230 1.66533 -4.01803 -0.18 -0.07 0.74 0.23
H -0.21529 0.30750 -1.72352 0.82 0.33 0.22 0.42
H -1.22553 1.40309 -1.39239 0.28 0.63 0.49 0.42
```
Forces are in eV/Å.

2S+1   1
Orbital gap   8.641 eV
Total charge   +1
Relative energy (zero: lowest compared OMol25 entry of this formula, charge and spin)   1.370 eV
Lowest unoccupied orbital energy   -2.259 eV
Highest occupied orbital energy   -10.90 eV
E_tot   -961.61164 Ha